[1]
Formula: C24H46N5O3
Source: the Open Molecules 2025 dataset
Level of theory: ωB97M-V/def2-TZVPD

The geometry in XYZ format:
```
78
Properties=species:S:1:pos:R:3
O 7.573 2.057 1.590
O 7.884 2.875 -0.487
O 2.289 0.716 -0.118
N -0.559 0.378 -3.467
N -3.156 1.966 3.968
N -0.075 0.948 0.509
N -1.238 -4.081 -2.094
N 1.926 1.713 -2.164
C -0.937 -2.992 -1.187
C -3.023 3.038 4.940
C -0.437 -6.185 -3.137
C -0.307 -5.193 -1.992
C 2.707 1.606 -1.081
C 2.227 2.514 -3.211
C -2.509 2.683 6.341
C -0.140 0.420 -4.884
C -1.932 1.532 3.322
C 7.142 2.647 0.652
C 1.031 0.829 0.235
C -2.641 -4.447 -2.209
C 5.743 3.215 0.606
C -5.421 1.323 4.749
C 3.888 2.289 -0.942
C -0.924 0.720 4.146
C -3.253 -5.309 -1.098
C 1.247 2.465 -4.329
C 3.412 3.213 -3.151
C -4.023 0.869 4.361
C 4.224 3.103 -2.030
C 1.245 1.034 -4.928
C 4.723 2.098 0.300
C -1.038 -3.240 0.323
H -3.217 -3.523 -2.310
H -0.063 -0.601 -5.253
H -0.865 0.933 -5.520
H -0.385 1.338 4.864
H 1.855 0.397 -4.286
H -2.378 3.804 4.500
H -2.719 3.506 7.027
H -0.572 -2.413 0.864
H -1.403 -0.097 4.686
H -5.867 1.921 3.954
H -0.181 0.276 3.478
H -3.461 -4.738 -0.194
H -2.220 0.936 2.451
H 4.068 1.967 1.158
H -5.423 1.913 5.666
H -4.101 0.197 3.502
H -2.071 -3.300 0.661
H 5.237 1.140 0.194
H 0.085 -2.661 -1.411
H -1.434 2.512 6.360
H -2.774 -4.970 -3.159
H -1.386 -6.721 -3.112
H 1.076 1.129 -2.238
H 7.991 2.053 -0.981
H -1.297 -0.303 -3.339
H 5.536 3.642 1.583
H -0.396 -5.737 -1.040
H -1.585 -2.148 -1.448
H 3.677 3.850 -3.981
H -0.950 1.272 -3.193
H -2.607 -6.147 -0.831
H -0.353 -5.679 -4.100
H -6.056 0.454 4.921
H -3.002 1.795 6.741
H 0.269 2.660 -3.892
H 1.709 1.014 -5.911
H -3.999 3.517 5.046
H 5.704 4.021 -0.118
H 1.460 3.227 -5.071
H -1.430 2.416 2.917
H 5.153 3.656 -2.000
H -4.201 -5.728 -1.441
H -3.605 0.268 5.185
H -0.523 -4.154 0.620
H 0.702 -4.771 -2.010
H 0.357 -6.929 -3.071
```

total charge	+1
DFT total energy	-39219.16143	eV
lowest unoccupied orbital energy	-4.52	eV
relative energy (zero: lowest compared OMol25 entry of this formula, charge and spin)	0.0000	eV

Calculated atomic charges, method Mulliken, unit e: number 1, O, carries -0.466; number 2, O, carries -0.488; number 3, O, carries -0.393; number 4, N, carries -0.549; number 5, N, carries 0.153; number 6, N, carries -0.339; number 7, N, carries 0.233; number 8, N, carries 0.367; number 9, C, carries -0.485; number 10, C, carries -0.708; number 11, C, carries -1.418; number 12, C, carries -0.370; number 13, C, carries 0.227; number 14, C, carries 0.457; number 15, C, carries -0.948; number 16, C, carries -0.809; number 17, C, carries -0.677; number 18, C, carries 0.345; number 19, C, carries 0.447; number 20, C, carries -0.688; number 21, C, carries -0.612; number 22, C, carries -1.434; number 23, C, carries 0.484; number 24, C, carries -1.014; number 25, C, carries -0.977; number 26, C, carries -1.060; number 27, C, carries -1.310; number 28, C, carries -0.316; number 29, C, carries -0.113; number 30, C, carries -0.447; number 31, C, carries -0.475; number 32, C, carries -1.093; number 33, H, carries 0.332; number 34, H, carries 0.479; number 35, H, carries 0.314; number 36, H, carries 0.258; number 37, H, carries 0.305; number 38, H, carries 0.350; number 39, H, carries 0.376; number 40, H, carries 0.326; number 41, H, carries 0.274; number 42, H, carries 0.335; number 43, H, carries 0.366; number 44, H, carries 0.273; number 45, H, carries 0.377; number 46, H, carries 0.474; number 47, H, carries 0.298; number 48, H, carries 0.421; number 49, H, carries 0.257; number 50, H, carries 0.399; number 51, H, carries 0.378; number 52, H, carries 0.262; number 53, H, carries 0.397; number 54, H, carries 0.298; number 55, H, carries 0.103; number 56, H, carries 0.344; number 57, H, carries 0.205; number 58, H, carries 0.301; number 59, H, carries 0.269; number 60, H, carries 0.121; number 61, H, carries 0.450; number 62, H, carries 0.198; number 63, H, carries 0.252; number 64, H, carries 0.325; number 65, H, carries 0.431; number 66, H, carries 0.247; number 67, H, carries 0.313; number 68, H, carries 0.414; number 69, H, carries 0.384; number 70, H, carries 0.466; number 71, H, carries 0.510; number 72, H, carries 0.294; number 73, H, carries 0.477; number 74, H, carries 0.380; number 75, H, carries 0.265; number 76, H, carries 0.311; number 77, H, carries 0.433; number 78, H, carries 0.435

[2]
Formula: C24H47BClFN2O10P2
Source: the Open Molecules 2025 dataset
Level of theory: ωB97M-V/def2-TZVPD

The geometry in XYZ format:
```
88
Properties=species:S:1:pos:R:3
Cl 2.382 3.409 4.538
P -0.820 -2.586 2.636
P -0.486 -3.028 -0.549
F 2.558 -2.531 -0.431
O -1.034 0.161 -4.755
O -0.441 0.515 1.565
O 1.012 -1.392 1.017
O -1.630 -4.063 2.632
O 0.322 -0.119 -1.579
O -2.064 -3.488 -0.943
O -2.022 -0.478 -1.829
O 3.163 -1.112 1.179
O 0.220 -2.281 3.917
O 0.442 1.708 4.797
N -2.868 -0.123 -6.087
N 1.063 2.033 0.255
C 0.070 4.278 2.060
C 0.939 4.627 -2.615
C 2.146 -2.127 0.899
C 5.486 -0.456 0.760
C -3.738 -0.419 -4.962
C 4.921 1.009 0.956
C 0.462 2.846 -0.798
C 0.292 1.682 1.436
C 0.674 5.310 2.255
C 1.186 4.268 -1.057
C 0.266 -4.726 -0.103
C 1.494 1.500 2.548
C -3.123 0.521 2.343
C -1.090 -0.368 0.718
C 1.241 2.054 3.978
C -1.561 0.144 -5.853
C -3.569 -1.544 0.852
C 2.459 -3.293 1.927
C 4.485 -1.610 1.288
C -0.612 2.907 1.964
C -2.629 -0.005 3.732
C -2.655 -0.277 1.013
C -3.425 -0.124 -7.425
C -0.357 -1.846 0.975
B -0.934 -0.287 -0.915
H -4.753 -0.612 -5.307
H -1.157 2.636 2.925
H -3.357 -1.295 -4.433
H -4.220 0.623 -7.482
H 4.770 -2.525 0.707
H -3.799 -1.642 -0.262
H 5.665 1.708 0.444
H 2.279 4.244 -0.791
H 0.536 5.693 -2.661
H 5.562 -0.628 -0.359
H 0.198 -0.267 -2.543
H -3.063 1.649 2.199
H 1.891 4.602 -3.213
H 1.386 -4.732 -0.148
H -1.746 -1.169 -2.461
H 1.221 6.261 2.430
H 0.120 3.977 -3.032
H 0.949 -1.673 3.651
H -0.150 -5.159 0.848
H -2.927 -1.094 3.843
H 3.934 1.202 0.445
H -0.990 0.355 -6.772
H -2.232 -4.425 -0.725
H -2.659 0.113 -8.165
H -3.156 -2.538 1.161
H 1.570 -3.972 2.143
H -3.047 0.462 0.225
H 4.901 1.355 2.038
H 6.516 -0.550 1.206
H -1.465 3.016 1.212
H 3.254 -4.013 1.555
H -3.217 0.540 4.545
H 4.741 -1.702 2.399
H 1.706 1.306 -0.060
H 2.469 1.937 2.173
H -1.518 0.028 3.884
H 2.726 -2.866 2.945
H -0.087 -5.412 -0.943
H -0.650 3.014 -0.763
H -3.836 -1.113 -7.641
H 0.644 2.313 -1.792
H -4.590 -1.461 1.337
H 0.707 5.109 -0.487
H -0.986 -4.782 2.858
H -4.256 0.360 2.353
H -3.739 0.430 -4.275
H 1.730 0.395 2.706
```

total charge	0
DFT total energy	-83594.07801	eV
lowest unoccupied orbital energy	0.11	eV
SMILES	C#CC[C@](CC(=O)Cl)(NCCC)O[C@](B(O)O)([C@@H](C)CC)[C@](O[C@@](C)(F)OCCC)(P(C)O)P(O)O.CN(C)C=O

Calculated atomic charges, method Mulliken, unit e: number 1, Cl, carries -0.229; number 2, P, carries -0.054; number 3, P, carries 0.282; number 4, F, carries -0.371; number 5, O, carries -0.572; number 6, O, carries 0.610; number 7, O, carries -1.349; number 8, O, carries -0.475; number 9, O, carries -1.063; number 10, O, carries -0.506; number 11, O, carries -0.581; number 12, O, carries 0.332; number 13, O, carries -0.548; number 14, O, carries -0.416; number 15, N, carries 0.142; number 16, N, carries 0.402; number 17, C, carries -1.058; number 18, C, carries -1.070; number 19, C, carries 0.957; number 20, C, carries -0.679; number 21, C, carries -0.769; number 22, C, carries -0.585; number 23, C, carries -0.965; number 24, C, carries 0.409; number 25, C, carries -0.249; number 26, C, carries -0.292; number 27, C, carries -0.974; number 28, C, carries 0.073; number 29, C, carries -0.744; number 30, C, carries 0.223; number 31, C, carries 0.342; number 32, C, carries 0.099; number 33, C, carries -0.965; number 34, C, carries -1.224; number 35, C, carries -0.579; number 36, C, carries -0.385; number 37, C, carries -1.036; number 38, C, carries -0.104; number 39, C, carries -0.939; number 40, C, carries 0.123; number 41, B, carries 1.440; number 42, H, carries 0.381; number 43, H, carries 0.664; number 44, H, carries 0.176; number 45, H, carries 0.334; number 46, H, carries 0.257; number 47, H, carries 0.066; number 48, H, carries 0.396; number 49, H, carries 0.329; number 50, H, carries 0.338; number 51, H, carries 0.320; number 52, H, carries 0.234; number 53, H, carries 0.362; number 54, H, carries 0.227; number 55, H, carries 0.291; number 56, H, carries 0.156; number 57, H, carries 0.369; number 58, H, carries 0.312; number 59, H, carries 0.403; number 60, H, carries 0.214; number 61, H, carries 0.244; number 62, H, carries -0.048; number 63, H, carries 0.268; number 64, H, carries 0.249; number 65, H, carries 0.297; number 66, H, carries 0.049; number 67, H, carries 0.219; number 68, H, carries 0.064; number 69, H, carries 0.241; number 70, H, carries 0.352; number 71, H, carries 0.713; number 72, H, carries 0.477; number 73, H, carries 0.446; number 74, H, carries 0.253; number 75, H, carries 0.120; number 76, H, carries 0.289; number 77, H, carries 0.065; number 78, H, carries 0.344; number 79, H, carries 0.456; number 80, H, carries 0.215; number 81, H, carries 0.332; number 82, H, carries 0.556; number 83, H, carries 0.413; number 84, H, carries 0.117; number 85, H, carries 0.404; number 86, H, carries 0.636; number 87, H, carries 0.281; number 88, H, carries -0.533

[3]
Formula: C24H47N6O4
Source: the Open Molecules 2025 dataset
Level of theory: ωB97M-V/def2-TZVPD

The geometry in XYZ format:
```
81
Properties=species:S:1:pos:R:3
O -3.700 -5.760 2.333
O -0.330 2.912 -4.788
O -1.077 -0.161 1.199
O -2.889 -3.995 1.245
N 0.271 2.726 -3.668
N 1.442 -6.071 1.051
N 0.693 -4.947 1.286
N 2.840 -4.459 1.494
N -1.187 1.108 1.382
N 1.307 -2.709 1.868
C 1.139 0.414 -3.843
C -2.896 2.939 1.235
C 1.190 0.911 1.977
C 1.590 4.638 -4.444
C -3.526 0.617 0.805
C -1.297 0.841 -3.546
C 0.190 1.242 -1.653
C -0.110 1.640 2.283
C 1.590 -3.985 1.576
C 2.564 0.956 -3.742
C -0.770 -5.050 1.221
C 3.822 -6.712 0.956
C 2.637 2.372 -4.312
C -2.928 1.275 3.137
C -1.907 1.916 4.073
C 2.105 3.690 -2.237
C 0.100 1.323 -3.183
C -2.612 1.488 1.656
C 1.641 3.334 -3.662
C -0.500 1.423 3.745
C 2.738 -5.735 1.166
C 0.161 3.134 2.023
C -1.498 -3.731 1.370
C -3.436 -4.617 2.323
H -1.314 -3.240 2.324
H 0.172 0.199 -1.333
H -3.254 0.675 -0.249
H 1.989 1.348 2.575
H 2.563 5.124 -4.384
H -3.576 -3.986 3.205
H 4.716 -6.399 1.476
H 1.126 -0.146 2.225
H 2.505 2.844 -1.682
H 0.238 1.922 4.377
H -2.058 1.528 -3.174
H 1.969 -2.008 1.588
H 0.508 -2.405 2.388
H 3.521 -7.672 1.366
H 2.909 4.423 -2.292
H 1.358 4.477 -5.494
H 1.073 -0.579 -3.392
H -1.430 0.738 -4.620
H 1.011 -6.955 0.835
H 0.883 0.296 -4.899
H -0.440 0.353 3.977
H 2.441 2.329 -5.387
H -0.665 1.740 -1.194
H -3.502 -0.427 1.107
H -1.009 -5.459 0.243
H 0.160 3.350 0.954
H 3.642 2.782 -4.192
H 0.841 5.313 -4.030
H -4.548 0.979 0.915
H 4.022 -6.852 -0.101
H -2.965 0.198 3.340
H 2.907 0.937 -2.703
H -3.927 1.663 3.338
H -1.459 -0.135 -3.086
H 1.290 4.133 -1.662
H -0.547 3.795 2.513
H 3.242 0.305 -4.298
H 1.087 1.685 -1.232
H -2.149 1.663 5.106
H -2.847 3.035 0.150
H -1.106 -5.777 1.954
H -1.250 -3.051 0.565
H -2.221 3.673 1.659
H -1.961 3.005 4.006
H -3.903 3.214 1.549
H 1.143 3.397 2.415
H 1.456 1.002 0.924
```

<S²>	2.01
2S+1	3
total charge	+1
DFT total energy	-42771.41995	eV
lowest unoccupied orbital energy (alpha / beta)	-2.86 / -2.86	eV

Calculated atomic charges, method Mulliken, unit e: number 1, O, carries -0.410; number 2, O, carries -0.669; number 3, O, carries -0.140; number 4, O, carries -0.353; number 5, N, carries 0.614; number 6, N, carries -0.498; number 7, N, carries 0.368; number 8, N, carries -0.631; number 9, N, carries 0.492; number 10, N, carries -0.172; number 11, C, carries -1.502; number 12, C, carries -1.580; number 13, C, carries -1.011; number 14, C, carries -1.878; number 15, C, carries -1.677; number 16, C, carries -1.864; number 17, C, carries -0.780; number 18, C, carries 1.793; number 19, C, carries 0.502; number 20, C, carries -0.395; number 21, C, carries -0.133; number 22, C, carries -1.073; number 23, C, carries -1.381; number 24, C, carries -1.124; number 25, C, carries -0.542; number 26, C, carries -1.794; number 27, C, carries 1.945; number 28, C, carries 1.401; number 29, C, carries 1.696; number 30, C, carries -1.276; number 31, C, carries 0.668; number 32, C, carries -2.047; number 33, C, carries -0.916; number 34, C, carries 0.111; number 35, H, carries 0.419; number 36, H, carries 0.432; number 37, H, carries 0.324; number 38, H, carries 0.544; number 39, H, carries 0.451; number 40, H, carries 0.425; number 41, H, carries 0.327; number 42, H, carries -0.307; number 43, H, carries 0.270; number 44, H, carries 0.388; number 45, H, carries 0.363; number 46, H, carries 0.188; number 47, H, carries 0.104; number 48, H, carries 0.361; number 49, H, carries 0.533; number 50, H, carries 0.394; number 51, H, carries 0.368; number 52, H, carries 0.436; number 53, H, carries 0.215; number 54, H, carries 0.408; number 55, H, carries 0.272; number 56, H, carries 0.396; number 57, H, carries 0.221; number 58, H, carries 0.199; number 59, H, carries 0.304; number 60, H, carries 0.330; number 61, H, carries 0.365; number 62, H, carries 0.437; number 63, H, carries 0.483; number 64, H, carries 0.297; number 65, H, carries 0.239; number 66, H, carries 0.242; number 67, H, carries 0.441; number 68, H, carries 0.366; number 69, H, carries 0.362; number 70, H, carries 0.423; number 71, H, carries 0.427; number 72, H, carries -0.550; number 73, H, carries 0.462; number 74, H, carries 0.333; number 75, H, carries 0.360; number 76, H, carries 0.413; number 77, H, carries 0.292; number 78, H, carries 0.310; number 79, H, carries 0.441; number 80, H, carries 0.502; number 81, H, carries 0.247

Among the records above, which one has the highest DFT total energy?
C24H46N5O3

Which formula does entry 2 have?
C24H47BClFN2O10P2